Formula: C36H82F3O12P
Source: OMol25
Level of theory: wB97M-V/def2-TZVPD

```
! RIJCOSX wB97M-V def2-TZVPD def2/J DEFGRID3
* xyz 0 1
C -6.80433 1.58592 -0.54433
C -5.63174 1.05828 0.27860
C -4.94304 2.18488 1.01142
O -3.60080 1.83465 1.24558
C -2.94732 2.69335 2.14872
P -3.37023 2.43339 3.92698
C -3.99213 0.72272 4.04952
C -2.91067 -0.34390 4.22007
C -2.59541 -1.07878 2.91713
C -1.16908 -1.52600 2.67859
C -0.13520 -0.45622 2.45111
C 0.06263 -0.24195 0.95020
C 1.03430 -1.24824 0.33608
C 2.22028 -0.68828 -0.41802
C 1.90551 0.41674 -1.40061
C 1.44476 -0.13651 -2.71284
O 0.91099 0.89302 -3.53635
C 1.52036 1.00618 -4.78284
C -4.91374 3.46499 4.25405
F -4.82039 4.11671 5.40995
F -5.14473 4.38707 3.31349
F -6.01858 2.70378 4.33130
H -6.57712 1.63206 -1.59005
H -7.66845 0.96777 -0.40301
H -7.07804 2.56318 -0.18802
H -6.04304 0.39275 1.01588
H -4.90441 0.54884 -0.32329
H -4.98121 3.07715 0.40229
H -5.46550 2.33282 1.94294
H -3.08653 3.72966 1.88132
H -1.89865 2.48379 2.06758
H -4.61249 0.71959 4.92655
H -4.61136 0.47291 3.20386
H -2.03664 0.11438 4.64181
H -3.24693 -1.06705 4.93676
H -3.19736 -1.97001 2.96186
H -2.96154 -0.51780 2.07782
H -0.87512 -2.09896 3.54408
H -1.16130 -2.20916 1.84510
H 0.80762 -0.77609 2.86926
H -0.38733 0.47219 2.92224
H -0.90418 -0.40746 0.50464
H 0.34992 0.78096 0.79658
H 1.43591 -1.82218 1.15404
H 0.51628 -1.95780 -0.27925
H 2.62378 -1.50179 -1.00155
H 3.01568 -0.41301 0.23868
H 2.81064 0.96919 -1.58807
H 1.19726 1.14479 -1.04763
H 0.68631 -0.89567 -2.59966
H 2.30677 -0.54599 -3.21359
H 1.76977 0.05073 -5.22146
H 2.39415 1.63976 -4.76323
H 0.82471 1.47876 -5.45048
C 1.32964 4.92400 6.35713
O 2.29844 5.57355 5.55411
C 2.89815 4.72038 4.59444
C 2.32227 4.93267 3.21627
O 0.96268 4.53433 3.15623
C 0.08805 5.64025 3.19081
H 0.80471 5.69141 6.92235
H 0.60563 4.37352 5.75107
H 1.80955 4.23463 7.06096
H 2.78932 3.67156 4.88893
H 3.96739 4.95625 4.56957
H 2.87491 4.32017 2.50936
H 2.43128 5.97904 2.91515
H 0.11098 6.17748 2.23599
H 0.35071 6.32439 4.00069
H -0.91983 5.26504 3.36437
C 5.06648 -2.80862 2.19053
O 5.08384 -2.40279 0.83417
C 6.35600 -2.54470 0.22460
C 6.41577 -3.75942 -0.66975
O 6.31338 -4.96351 0.06928
C 5.02658 -5.55019 0.00904
H 4.02574 -2.84412 2.50832
H 5.51038 -3.79839 2.32032
H 5.60203 -2.08710 2.81794
H 7.14360 -2.58695 0.98231
H 6.52604 -1.65404 -0.38687
H 7.38244 -3.77156 -1.18367
H 5.62967 -3.70528 -1.42997
H 4.84371 -5.97905 -0.98284
H 4.24166 -4.82517 0.24031
H 4.99724 -6.35088 0.74511
C 3.36939 -3.52667 -3.30171
O 2.15990 -3.67856 -4.02251
C 2.25524 -3.20136 -5.35233
C 2.41480 -4.32723 -6.34520
O 3.65818 -4.99050 -6.19188
C 3.56002 -6.22175 -5.50182
H 3.27870 -4.07994 -2.36669
H 4.22288 -3.91882 -3.86077
H 3.54648 -2.47123 -3.07518
H 3.08385 -2.49319 -5.44686
H 1.32427 -2.66744 -5.57396
H 2.39132 -3.91131 -7.35782
H 1.58484 -5.03332 -6.24981
H 3.07672 -6.97916 -6.12881
H 3.00328 -6.11637 -4.56739
H 4.57230 -6.55119 -5.27599
C 5.67212 -0.13267 -3.14831
O 5.42872 -0.99239 -4.24618
C 5.24398 -0.28357 -5.46335
C 6.47280 -0.34087 -6.33682
O 7.55993 0.35967 -5.75663
C 8.51574 -0.48735 -5.14680
H 5.98653 -0.75226 -2.31209
H 6.45974 0.59138 -3.36983
H 4.75786 0.40271 -2.86388
H 4.96204 0.75362 -5.26057
H 4.41551 -0.76134 -5.99722
H 6.24760 0.14184 -7.29295
H 6.74421 -1.38130 -6.53750
H 9.09053 -1.03055 -5.90460
H 8.04521 -1.20353 -4.46821
H 9.19685 0.14386 -4.57960
C -11.80833 2.57570 1.67804
O -11.76896 1.52186 2.62147
C -11.40969 0.27192 2.05862
C -9.96811 -0.07570 2.34118
O -9.07605 0.80495 1.67921
C -8.52484 1.79494 2.53033
H -11.90764 3.50728 2.23148
H -10.89487 2.61523 1.07946
H -12.67192 2.46783 1.01227
H -11.59409 0.26632 0.98036
H -12.05145 -0.48770 2.51618
H -9.76856 -1.08450 1.96560
H -9.78401 -0.07278 3.41944
H -7.79723 1.34829 3.21468
H -9.29679 2.31037 3.10626
H -8.01050 2.51980 1.90060
*
```

Properties
SMILES ... CCCOCP(CCCCCCCCCCOC)C(F)(F)F.COCCOC.COCCOC.COCCOC.COCCOC.COCCOC
Energy ... -2964.40436 Ha
Gap between HOMO and LUMO ... 9.543 eV